Entry i
Below is a gas-phase ion, C4H8N (charge +1), with properties calculated with the ωB97M-V functional and the def2-TZVPD basis.

- SMILES string: C=[NH+]/C=C/C
- Net charge: +1
- Orbital gap: 8.8 eV
- Highest occupied orbital energy: -14.58 eV
- LUMO level: -5.7669 eV

Each line ends with the Löwdin charge.
CARTESIAN COORDINATES (ANGSTROEM)
C (-0.670, -2.343, -0.171)  -0.038
C (-0.471, -0.893, 0.320)  -0.065
C (-0.328, 0.321, -0.302)  -0.046
N (0.420, 1.394, 0.453)  0.018
C (0.941, 2.469, -0.124)  0.172
H (-1.434, -2.383, -0.936)  0.081
H (-0.986, -2.912, 0.702)  0.081
H (0.295, -2.755, -0.495)  0.099
H (0.002, -0.774, 1.279)  0.095
H (-0.641, 0.790, -1.323)  0.157
H (0.868, 1.101, 1.348)  0.182
H (1.241, 3.266, 0.511)  0.100
H (0.763, 2.719, -1.263)  0.164

---

Entry ii
Below is 2 unconnected molecules or ions with the total composition C4H8N, with properties calculated with the ωB97M-V functional and the def2-TZVPD basis.

- Net charge: +1
- Orbital gap (spin up / spin down): 7.2 / 8.3 eV
- Highest occupied orbital energy (spin up / spin down): -14.14 / -14.31 eV
- LUMO level (spin up / spin down): -6.9706 / -5.9975 eV

Each line ends with the Löwdin charge.
CARTESIAN COORDINATES (ANGSTROEM)
C (2.462, 0.854, -0.145)  0.079
C (1.992, -0.394, 0.058)  -0.128
C (-3.308, -0.042, -0.064)  0.339
C (-0.530, -0.125, 0.172)  0.176
N (0.586, -0.812, -0.054)  -0.024
H (3.521, 0.986, 0.020)  0.075
H (1.998, 1.790, -0.357)  0.065
H (2.737, -1.088, 0.347)  0.104
H (-3.179, 0.665, 0.733)  0.030
H (-3.270, 0.206, -1.039)  -0.009
H (-3.325, -1.121, 0.299)  0.073
H (-0.302, 0.921, 0.276)  0.052
H (0.618, -1.842, -0.246)  0.168

---

Entry iii
Below is a gas-phase ion, C4H8N (charge +1), with properties calculated with the ωB97M-V functional and the def2-TZVPD basis.

- SMILES string: C[N@@H+]1C=CC1
- Net charge: +1
- Orbital gap: 12.3 eV
- Highest occupied orbital energy: -15.81 eV
- LUMO level: -3.4631 eV

Each line ends with the Löwdin charge.
CARTESIAN COORDINATES (ANGSTROEM)
C (-0.593, 1.537, -0.414)  -0.009
C (-0.108, 0.691, -1.300)  0.150
C (-0.771, 0.571, 0.713)  -0.091
C (1.037, -1.201, 0.326)  -0.007
N (-0.212, -0.577, -0.102)  -0.058
H (-0.787, 2.594, -0.472)  0.128
H (0.229, 0.523, -2.299)  0.116
H (-0.166, 0.769, 1.599)  0.136
H (-1.805, 0.409, 1.024)  0.142
H (1.828, -1.002, -0.397)  0.107
H (1.345, -0.787, 1.284)  0.104
H (0.920, -2.278, 0.432)  0.109
H (-0.917, -1.249, -0.396)  0.176

---

Most stable pick: entry iii. Distance to second place: 8.3 kJ/mol.

---

Entry i
Below is a molecular structure, C5H6O2, with properties calculated with the ωB97M-V functional and the def2-TZVPD basis.

- Orbital gap: 9.2 eV
- Highest occupied orbital energy: -8.60 eV
- LUMO level: 0.6283 eV

Each line ends with the Löwdin charge.
CARTESIAN COORDINATES (ANGSTROEM)
C (0.140, 0.497, 1.408)  -0.104
O (0.282, -0.825, 1.287)  -0.036
C (0.144, -1.216, -0.083)  -0.161
C (-1.081, -0.681, -0.790)  -0.170
O (-1.625, 0.401, -0.057)  -0.019
C (-0.285, 0.980, 0.037)  -0.246
C (0.258, -0.041, -0.987)  -0.072
H (1.731, 1.174, 1.172)  0.157
H (1.143, 1.112, 1.879)  0.050
H (0.555, -2.194, -0.297)  0.158
H (-1.742, -1.258, -1.427)  0.152
H (-0.254, 2.052, -0.157)  0.151
H (0.915, 0.111, -1.833)  0.140

---

Entry ii
Below is C5H6O2 in the gas phase, with properties calculated with the ωB97M-V functional and the def2-TZVPD basis.

- Orbital gap: 7.5 eV
- Highest occupied orbital energy: -8.40 eV
- LUMO level: -0.9269 eV

Each line ends with the Löwdin charge.
CARTESIAN COORDINATES (ANGSTROEM)
C (-0.653, 0.825, 1.041)  -0.005
C (0.280, 0.170, 0.091)  -0.280
O (0.241, 0.624, -1.213)  0.035
C (-0.860, 0.432, -1.975)  -0.301
O (-1.823, -0.197, -1.647)  0.109
C (1.121, -0.878, 0.318)  -0.194
C (1.585, -1.212, 1.619)  0.094
H (-0.889, 1.850, 0.744)  0.098
H (-0.250, 0.775, 2.055)  0.087
H (-1.584, 0.244, 1.006)  0.107
H (1.387, -1.394, -0.606)  0.107
H (-0.701, 0.927, -2.942)  0.153
H (2.146, -2.167, 1.511)  -0.010

---

Entry iii
Below is 3 unconnected molecules or ions with the total composition C5H6O2, with properties calculated with the ωB97M-V functional and the def2-TZVPD basis.

- Orbital gap: 10.3 eV
- Highest occupied orbital energy: -9.53 eV
- LUMO level: 0.7456 eV

Each line ends with the Löwdin charge.
CARTESIAN COORDINATES (ANGSTROEM)
O (0.880, 2.743, 0.712)  0.057
C (1.249, 1.671, 0.663)  0.036
C (2.070, -1.040, -0.505)  -0.187
O (1.719, -1.182, -1.650)  -0.024
C (-1.170, -0.262, -0.704)  -0.078
C (-1.525, -0.386, 0.751)  -0.181
C (-1.821, 0.735, -0.200)  -0.079
H (1.409, -1.276, 0.350)  0.071
H (3.078, -0.663, -0.244)  0.079
H (-0.664, -0.745, -1.527)  0.084
H (-0.746, -0.263, 1.514)  0.055
H (-2.324, -1.066, 1.060)  0.072
H (-2.285, 1.702, -0.313)  0.094

---

Entry iv
Below is a molecular structure, C5H6O2, with properties calculated with the ωB97M-V functional and the def2-TZVPD basis.

- Orbital gap (spin up / spin down): 10.0 / 10.0 eV
- Highest occupied orbital energy (spin up / spin down): -9.10 / -9.10 eV
- LUMO level (spin up / spin down): 0.8982 / 0.8982 eV

Each line ends with the Löwdin charge.
CARTESIAN COORDINATES (ANGSTROEM)
O (0.593, 1.714, -0.770)  -0.036
C (0.131, 0.551, -0.258)  -0.551
C (1.342, -0.407, -0.004)  -0.021
O (1.414, -0.667, -1.444)  0.004
C (0.340, 0.082, -1.664)  0.002
C (-1.377, -0.398, 1.477)  0.030
C (-1.121, 0.519, 0.549)  -0.068
H (1.181, -1.343, 0.529)  0.116
H (2.258, 0.104, 0.292)  0.135
H (0.058, 0.165, -2.725)  0.162
H (-0.633, -1.140, 1.756)  0.054
H (-2.333, -0.456, 1.988)  0.059
H (-1.853, 1.277, 0.274)  0.114

---

Most stable pick: entry iii. Distance to second place: 17.7 kJ/mol.

---

Entry i
Below is a molecular structure, C5H6O2, with properties calculated with the ωB97M-V functional and the def2-TZVPD basis.

- Orbital gap (spin up / spin down): 7.9 / 7.9 eV
- Highest occupied orbital energy (spin up / spin down): -8.17 / -8.17 eV
- LUMO level (spin up / spin down): -0.2657 / -0.2685 eV

Each line ends with the Löwdin charge.
CARTESIAN COORDINATES (ANGSTROEM)
C (2.182, -0.235, -0.957)  -0.086
O (-0.010, 0.279, 2.007)  0.048
C (0.169, 0.397, 0.693)  -0.245
C (0.986, 0.041, -0.193)  -0.006
H (-0.686, 0.908, 2.301)  0.115
H (2.270, -1.292, -1.213)  0.080
H (3.049, 0.053, -0.354)  0.088
H (2.211, 0.366, -1.868)  0.084
O (-1.272, -1.021, -0.766)  -0.037
C (-1.692, 0.095, -0.042)  -0.320
C (-2.782, 0.689, 0.067)  0.143
H (-1.113, -1.781, -0.180)  0.118
H (-3.312, 1.501, 0.506)  0.020

---

Entry ii
Below is C5H6O2 in the gas phase, with properties calculated with the ωB97M-V functional and the def2-TZVPD basis.

- SMILES string: O/C=C/C#CCO
- Orbital gap: 8.9 eV
- Highest occupied orbital energy: -8.39 eV
- LUMO level: 0.4785 eV

Each line ends with the Löwdin charge.
CARTESIAN COORDINATES (ANGSTROEM)
O (3.031, 1.056, -0.712)  -0.071
C (2.520, -0.089, -0.038)  -0.277
C (1.065, -0.059, 0.172)  0.002
C (-0.125, 0.018, 0.347)  -0.057
C (-1.520, 0.052, 0.593)  -0.172
C (-2.505, -0.467, -0.239)  -0.220
O (-3.619, -0.761, 0.375)  0.000
H (2.673, 1.833, -0.256)  0.088
H (3.016, -0.235, 0.939)  0.118
H (2.788, -0.948, -0.665)  0.120
H (-1.877, 0.891, 1.208)  0.119
H (-3.011, -0.468, 1.332)  0.216
H (-2.476, -0.678, -1.301)  0.134

---

Entry iii
Below is C5H6O2 in the gas phase, with properties calculated with the ωB97M-V functional and the def2-TZVPD basis.

- Orbital gap: 9.1 eV
- Highest occupied orbital energy: -8.24 eV
- LUMO level: 0.8376 eV

Each line ends with the Löwdin charge.
CARTESIAN COORDINATES (ANGSTROEM)
C (-0.674, 1.076, -0.494)  -0.178
C (-1.570, 0.437, 0.532)  -0.110
C (-2.765, 0.007, 0.300)  -0.191
C (0.898, -0.479, 0.261)  -0.094
C (2.268, -1.028, 0.041)  -0.107
O (-3.860, -0.322, 0.081)  0.176
O (0.593, 0.427, -0.630)  -0.078
H (-0.452, 2.114, -0.210)  0.127
H (-1.135, 1.067, -1.484)  0.130
H (-1.119, 0.257, 1.501)  0.105
H (2.783, -0.661, -0.850)  0.069
H (2.186, -2.117, 0.018)  0.074
H (2.848, -0.780, 0.935)  0.077

---

Most stable pick: entry iii. Distance to second place: 70.7 kJ/mol.

---

Entry i
Below is a molecular structure, C5H6O2, with properties calculated with the ωB97M-V functional and the def2-TZVPD basis.

- Orbital gap: 10.8 eV
- Highest occupied orbital energy: -9.72 eV
- LUMO level: 1.0576 eV

Each line ends with the Löwdin charge.
CARTESIAN COORDINATES (ANGSTROEM)
O (-1.784, -0.422, -1.363)  0.006
C (-1.015, -0.098, -0.258)  -0.254
C (0.223, -1.019, 0.033)  -0.210
O (0.883, -0.343, -1.081)  -0.068
C (0.214, 0.834, -0.534)  -0.216
C (0.809, 0.951, 0.858)  -0.014
C (0.817, -0.327, 1.249)  -0.014
H (-1.156, -0.546, -2.093)  0.106
H (-1.677, 0.147, 0.576)  0.151
H (0.204, -2.107, -0.045)  0.150
H (0.184, 1.686, -1.215)  0.151
H (1.085, 1.856, 1.385)  0.106
H (1.095, -0.772, 2.196)  0.106

---

Entry ii
Below is C5H6O2 in the gas phase, with properties calculated with the ωB97M-V functional and the def2-TZVPD basis.

- Orbital gap: 8.7 eV
- Highest occupied orbital energy: -9.24 eV
- LUMO level: -0.5642 eV

Each line ends with the Löwdin charge.
CARTESIAN COORDINATES (ANGSTROEM)
C (-1.881, -0.383, -0.236)  -0.039
C (-0.633, -0.046, 0.590)  -0.374
O (0.325, -1.141, 0.428)  0.032
C (1.503, -0.647, -0.010)  -0.503
O (2.479, -1.307, -0.239)  0.110
C (1.341, 0.851, -0.147)  -0.139
C (0.016, 1.278, 0.207)  0.118
H (-2.265, -1.374, 0.036)  0.087
H (-2.666, 0.358, -0.067)  0.084
H (-1.628, -0.397, -1.299)  0.087
H (-0.904, -0.035, 1.660)  0.155
H (2.315, 1.490, 0.082)  0.189
H (2.000, 1.354, -1.005)  0.193

---

Most stable pick: entry i. Distance to second place: 145.6 kJ/mol.

---

Entry i
Below is 5 unconnected molecules or ions with the total composition C2H14O4S, with properties calculated with the ωB97M-V functional and the def2-TZVPD basis.

- SMILES string: CCS.O.O.O.O
- Orbital gap: 9.1 eV
- Highest occupied orbital energy: -8.91 eV
- LUMO level: 0.2229 eV

Each line ends with the Löwdin charge.
CARTESIAN COORDINATES (ANGSTROEM)
C (4.879, 1.790, 0.573)  -0.182
C (3.715, 0.710, 0.664)  -0.630
S (2.139, 1.525, 1.007)  0.669
H (5.509, 1.414, -0.230)  0.046
H (5.452, 1.957, 1.554)  0.091
H (4.298, 2.670, 0.206)  0.042
H (3.716, 0.139, -0.268)  0.061
H (4.035, 0.064, 1.482)  0.053
H (2.333, 1.926, 2.275)  -0.143
H (-5.198, -4.464, -1.491)  0.026
H (-4.576, -5.243, -0.309)  0.035
O (-5.244, -4.584, -0.543)  -0.060
H (-1.502, -2.971, -0.414)  0.069
H (-0.785, -1.878, -1.216)  -0.030
O (-0.871, -2.223, -0.402)  -0.005
H (-1.445, -0.014, -0.280)  -0.029
H (-2.783, 0.070, 0.111)  0.059
O (-2.142, 0.572, -0.402)  -0.025
H (-4.238, 3.429, -1.110)  -0.011
H (-3.356, 2.201, -0.802)  0.026
O (-3.936, 2.910, -0.407)  -0.063

---

Entry ii
Below is 5 unconnected molecules or ions with the total composition C2H14O4S, with properties calculated with the ωB97M-V functional and the def2-TZVPD basis.

- SMILES string: CCS.O.O.O.O
- Orbital gap: 9.3 eV
- Highest occupied orbital energy: -8.80 eV
- LUMO level: 0.5191 eV

Each line ends with the Löwdin charge.
CARTESIAN COORDINATES (ANGSTROEM)
C (0.581, 2.598, -2.676)  -0.196
C (0.532, 2.505, -1.202)  -0.555
S (2.001, 1.475, -0.471)  0.588
H (-0.383, 2.856, -2.927)  0.044
H (1.243, 3.357, -3.026)  0.066
H (0.906, 1.603, -3.095)  0.078
H (-0.348, 1.843, -0.895)  0.082
H (0.609, 3.497, -0.715)  0.069
H (2.178, 2.192, 0.737)  -0.133
H (-4.430, 2.045, 2.175)  0.047
H (-4.948, 1.013, 3.236)  0.094
O (-4.056, 1.392, 2.835)  -0.140
H (1.918, -0.543, -2.883)  0.036
H (2.386, -1.695, -1.899)  0.018
O (1.631, -1.318, -2.332)  -0.098
H (0.577, -4.545, 1.327)  0.055
H (-0.038, -3.997, 0.010)  -0.021
O (0.737, -4.070, 0.472)  -0.031
H (0.256, -3.732, 4.104)  -0.007
H (-0.858, -3.290, 3.155)  0.054
O (-0.493, -3.185, 4.071)  -0.049

---

Most stable pick: entry i. Distance to second place: 40.1 kJ/mol.

---

Entry i
Below is C2H3N5O in the gas phase, with properties calculated with the ωB97M-V functional and the def2-TZVPD basis.

- SMILES string: C=N/N=c1\[nH]nno1
- Orbital gap: 8.9 eV
- Highest occupied orbital energy: -9.06 eV
- LUMO level: -0.1153 eV

Each line ends with the Löwdin charge.
CARTESIAN COORDINATES (ANGSTROEM)
C (-1.564, -0.222, 2.002)  -0.014
C (0.510, 0.605, -0.654)  -0.381
H (-1.364, 0.507, 2.938)  0.073
H (-1.911, -1.401, 2.297)  0.101
H (0.078, -1.377, -0.731)  0.147
N (-1.167, 0.050, 0.592)  -0.134
N (-0.393, 1.132, 0.175)  0.028
N (0.640, -0.674, -1.177)  0.102
N (1.514, -0.502, -2.137)  -0.022
N (2.021, 0.588, -2.255)  0.086
O (1.636, 1.294, -1.050)  0.014

---

Entry ii
Below is C2H3N5O in the gas phase, with properties calculated with the ωB97M-V functional and the def2-TZVPD basis.

- SMILES string: N/N=c1\nncno1
- Orbital gap: 7.2 eV
- Highest occupied orbital energy: -8.51 eV
- LUMO level: -1.3429 eV

Each line ends with the Löwdin charge.
CARTESIAN COORDINATES (ANGSTROEM)
C (-0.530, 0.135, -0.025)  -0.437
C (1.242, -0.623, -1.827)  -0.087
H (-1.577, 0.673, 2.720)  0.032
H (0.011, 0.570, 2.371)  0.142
H (1.945, -0.924, -2.590)  0.104
N (-1.004, 0.212, 2.096)  -0.040
N (-1.533, 0.214, 0.809)  0.088
N (0.748, -0.057, 0.337)  0.054
N (1.668, -0.321, -0.434)  0.065
N (0.042, -0.187, -2.131)  0.058
O (-1.012, 0.308, -1.326)  0.021

---

Entry iii
Below is C2H3N5O in the gas phase, with properties calculated with the ωB97M-V functional and the def2-TZVPD basis.

- SMILES string: [H]/N=C/N=c1/nn[nH]o1
- Orbital gap: 8.7 eV
- Highest occupied orbital energy: -9.66 eV
- LUMO level: -0.9554 eV

Each line ends with the Löwdin charge.
CARTESIAN COORDINATES (ANGSTROEM)
C (-1.280, -0.789, 0.896)  -0.348
C (-0.184, 0.457, -0.677)  -0.468
H (-1.582, -2.036, 2.186)  0.087
H (-0.534, -0.346, 1.663)  0.133
H (2.582, 0.410, -0.987)  0.142
N (-1.972, -1.861, 1.144)  0.057
N (-1.268, -0.091, -0.326)  0.120
N (0.071, 1.616, -1.545)  0.163
N (1.343, 1.695, -1.517)  -0.007
N (1.896, 1.012, -0.590)  0.065
O (0.927, -0.068, -0.247)  0.055

---

Most stable pick: entry iii. Distance to second place: 140.0 kJ/mol.